(1)
Entry from the OMol25 dataset: a cluster of 2 separate species, C2H8Cl2NSi in total (ωB97M-V/def2-TZVPD).

- lowest unoccupied orbital energy (eV) = -5.60
- molar mass (Da) = 145.1
- total energy (hartree) = -1345.40317
- energy relative to the best compared isomer or geometry (same formula, charge and spin) (kcal/mol) = 40.6

Geometry as ORCA input:
```
! RIJCOSX wB97M-V def2-TZVPD def2/J DEFGRID3
* xyz 1 1
C -1.00 0.46 1.23
C 1.02 0.91 -1.95
N 1.08 -0.20 -0.91
Si -1.20 -1.23 2.15
Cl -2.92 -1.73 2.85
Cl 0.06 -2.69 2.23
H 1.57 0.69 -2.86
H -0.55 1.07 2.04
H -0.29 0.41 0.36
H 1.42 1.93 -1.69
H 0.05 0.97 -2.36
H 0.69 -1.06 -1.47
H -1.93 0.83 1.02
H 2.00 -0.36 -0.65
*
```

Atom charges from the natural (NBO) analysis, given in e for atoms 1 to 8: atom 1 (C): -1.077, atom 2 (C): -0.441, atom 3 (N): -0.867, atom 4 (Si): 1.576, atom 5 (Cl): -0.218, atom 6 (Cl): -0.209, atom 7 (H): 0.196, atom 8 (H): 0.278



(2)
Entry from the OMol25 dataset: a structure of composition C2H8CsN4O2 (ωB97M-V/def2-TZVPD).

- lowest unoccupied orbital energy (eV) = -4.58
- molar mass (Da) = 253.0
- total energy (hartree) = -470.44241
- energy relative to the best compared isomer or geometry (same formula, charge and spin) (kcal/mol) = 85.0

Geometry as ORCA input:
```
! RIJCOSX wB97M-V def2-TZVPD def2/J DEFGRID3
* xyz 1 1
Cs 2.05 -1.97 2.72
C -4.93 -1.93 1.73
O -5.95 -2.31 1.17
N -3.99 -2.71 2.24
N -4.70 -0.72 2.04
H -3.42 -2.37 3.00
H -3.83 -3.62 1.83
H -3.74 -0.61 2.33
H -5.46 -0.09 1.80
C 3.87 2.42 -2.57
O 2.99 3.05 -3.17
N 3.59 1.55 -1.62
N 5.12 2.39 -2.78
H 4.42 1.14 -1.22
H 2.68 1.11 -1.65
H 5.57 2.95 -3.50
H 5.72 1.70 -2.35
*
```

Atom charges from the natural (NBO) analysis, given in e for atoms 1 to 8: atom 1 (Cs): 0.999, atom 2 (C): 0.734, atom 3 (O): -0.652, atom 4 (N): -0.856, atom 5 (N): -0.812, atom 6 (H): 0.371, atom 7 (H): 0.407, atom 8 (H): 0.378



(3)
Entry from the OMol25 dataset: a structure of composition C2H8CsO2 (ωB97M-V/def2-TZVPD).

- lowest unoccupied orbital energy (eV) = -3.76
- molar mass (Da) = 197.0
- total energy (hartree) = -251.40933
- energy relative to the best compared isomer or geometry (same formula, charge and spin) (kcal/mol) = 9.0

Geometry as ORCA input:
```
! RIJCOSX wB97M-V def2-TZVPD def2/J DEFGRID3
* xyz 1 1
Cs -22.09 20.44 2.74
C -22.66 16.26 4.66
C -23.66 17.37 4.74
O -24.33 17.30 5.98
H -22.13 16.28 3.70
H -23.15 15.30 4.77
H -21.91 16.34 5.45
H -24.35 17.26 3.89
H -23.11 18.32 4.59
H -25.21 17.67 5.91
O -21.68 20.07 5.67
H -21.72 19.51 6.45
H -21.12 20.81 5.92
*
```

Atom charges from the natural (NBO) analysis, given in e for atoms 1 to 8: atom 1 (Cs): 0.996, atom 2 (C): -0.625, atom 3 (C): -0.054, atom 4 (O): -0.714, atom 5 (H): 0.201, atom 6 (H): 0.232, atom 7 (H): 0.214, atom 8 (H): 0.161



(4)
Entry from the OMol25 dataset: a structure of composition C2H8F2InNO6S2 (ωB97M-V/def2-TZVPD).

- lowest unoccupied orbital energy (eV) = -14.86
- molar mass (Da) = 359.0
- total energy (hartree) = -1772.43959
- energy relative to the best compared isomer or geometry (same formula, charge and spin) (kcal/mol) = 0.0

Geometry as ORCA input:
```
! RIJCOSX wB97M-V def2-TZVPD def2/J DEFGRID3
* xyz 2 1
In -10.88 22.79 -23.82
N -8.51 21.52 -24.95
S -7.36 20.58 -24.53
O -6.02 21.04 -24.73
O -7.54 19.18 -24.81
F -7.50 20.69 -22.97
S -8.25 21.41 -26.70
O -8.91 20.27 -27.22
O -7.05 22.03 -27.16
F -9.29 22.58 -26.95
C -11.17 25.88 -21.22
O -11.32 24.51 -21.56
H -11.63 26.12 -20.26
H -10.10 26.09 -21.12
H -11.48 26.58 -22.00
H -12.15 24.17 -21.18
C -11.46 26.05 -26.17
O -11.97 24.89 -25.48
H -11.79 26.96 -25.65
H -10.39 26.05 -26.31
H -12.05 26.04 -27.10
H -12.87 25.10 -25.20
*
```

Atom charges from the natural (NBO) analysis, given in e for atoms 1 to 8: atom 1 (In): 1.226, atom 2 (N): -0.785, atom 3 (S): 2.376, atom 4 (O): -0.565, atom 5 (O): -0.600, atom 6 (F): -0.437, atom 7 (S): 2.356, atom 8 (O): -0.711



(5)
Entry from the OMol25 dataset: a cluster of 2 separate species, C2H8IN3 in total (ωB97M-V/def2-TZVPD).

- lowest unoccupied orbital energy (alpha / beta) (eV) = -10.99 / -10.24
- molar mass (Da) = 201.0
- total energy (hartree) = -542.14515
- energy relative to the best compared isomer or geometry (same formula, charge and spin) (kcal/mol) = 38.6

Geometry as ORCA input:
```
! RIJCOSX wB97M-V def2-TZVPD def2/J DEFGRID3
* xyz 2 1
C 1.17 0.17 -2.02
C 0.59 -0.49 0.22
N 1.08 -0.67 -1.11
N -1.58 0.27 1.10
N -0.56 0.48 0.25
I -1.60 0.56 3.93
H 0.59 1.12 -2.11
H 1.43 -0.19 -2.96
H 0.24 -1.48 0.69
H 1.36 0.01 0.85
H 1.67 -1.60 -1.14
H -2.13 1.06 1.29
H -2.08 -0.67 1.00
H -0.18 1.42 0.01
*
```

Atom charges from the natural (NBO) analysis, given in e for atoms 1 to 8: atom 1 (C): 0.167, atom 2 (C): -0.110, atom 3 (N): -0.408, atom 4 (N): -0.414, atom 5 (N): -0.326, atom 6 (I): 0.202, atom 7 (H): 0.245, atom 8 (H): 0.255



(6)
Entry from the OMol25 dataset: a structure of composition C2H8IN4O2 (ωB97M-V/def2-TZVPD).

- lowest unoccupied orbital energy (eV) = 3.13
- molar mass (Da) = 247.0
- total energy (hartree) = -748.22008
- energy relative to the best compared isomer or geometry (same formula, charge and spin) (kcal/mol) = 123.5

Geometry as ORCA input:
```
! RIJCOSX wB97M-V def2-TZVPD def2/J DEFGRID3
* xyz -1 1
I 24.81 4.25 7.24
C 25.04 7.71 6.44
O 25.61 8.75 6.18
N 25.75 6.67 6.44
N 23.76 7.51 6.76
H 26.75 6.78 6.55
H 25.43 5.75 6.70
H 23.50 6.54 6.67
H 23.23 8.36 6.86
C 25.20 2.24 4.81
O 25.56 3.37 4.50
N 25.35 1.16 4.11
N 24.61 1.90 5.93
H 25.99 1.31 3.35
H 25.18 0.30 4.62
H 24.44 2.62 6.61
H 24.61 0.94 6.24
*
```

Atom charges from the natural (NBO) analysis, given in e for atoms 1 to 8: atom 1 (I): -0.582, atom 2 (C): 0.746, atom 3 (O): -0.746, atom 4 (N): -0.816, atom 5 (N): -0.873, atom 6 (H): 0.373, atom 7 (H): 0.292, atom 8 (H): 0.414